The following is a quantum chemistry calculation of a cluster of 2 separate species, C27H51BrCl2IN2O2 in total, from OMol25.

* Kohn-Sham gap: 6.124 eV
* highest occupied orbital energy: -9.9 eV
* net charge: +1
* E: -139081.2214 eV
* energy relative to the best compared isomer or geometry (same formula, charge and spin): 0.0 kJ/mol
* LUMO energy: -3.8 eV
* 2S+1: 1

```
86
Properties=species:S:1:pos:R:3:forces:R:3:mulliken_charge:R:1
C 8.6136 2.6624 0.4440 0.0 -0.2 0.1 -0.73
O 8.6058 1.2858 0.1268 -0.1 0.0 -0.2 -0.33
C 7.8496 0.5059 1.0238 0.0 -0.2 -0.4 -0.57
C 7.7130 -0.9089 0.4927 0.4 0.3 0.4 -0.57
C 6.6823 -1.6724 1.3087 0.2 0.0 -0.7 -0.58
C 6.4233 -3.0776 0.7879 0.1 -0.3 0.7 -0.82
C 5.3455 -3.7893 1.6239 -0.6 0.2 -0.7 -0.86
C 4.0393 -4.0748 0.8494 0.3 0.1 0.7 -0.69
C 2.8058 -3.9761 1.7342 -0.6 -0.1 -0.5 -0.88
C 1.5100 -3.8714 0.9202 0.5 -0.1 0.4 -0.25
C 0.2893 -4.1845 1.7716 -0.4 0.0 -1.0 -1.22
C -1.0247 -3.8692 1.0307 0.0 -0.1 0.4 -0.76
C -1.6082 -2.5132 1.4190 0.0 -0.2 -0.3 -1.81
C -2.5996 -1.9084 0.3544 0.4 -0.6 1.7 1.62
C -1.8769 -1.6939 -0.9367 0.2 0.2 -0.9 -0.24
Cl -0.3635 -0.8534 -0.7092 -0.1 0.1 0.0 -0.13
C -2.2568 -1.9904 -2.1900 -0.3 -0.1 0.8 0.82
C -3.5617 -2.6383 -2.5618 0.4 -0.2 -0.3 -1.24
Cl -1.2576 -1.6300 -3.5298 0.2 0.1 -0.1 -0.19
C -3.8278 -2.8065 0.4779 -1.6 -0.2 0.1 -1.12
C -4.5777 -2.3513 1.7645 1.8 -0.8 -0.8 -0.72
N -4.1279 -0.9265 1.9768 -1.2 0.6 0.6 0.27
C -4.0169 -0.4689 3.4148 0.2 -0.6 0.3 -0.67
C -2.5810 -0.3109 3.8835 2.1 -1.4 1.1 0.49
O -1.9017 -1.1999 4.3618 -2.0 2.2 -1.3 -0.43
Br -1.8866 1.4915 3.6425 -0.2 -0.5 0.1 -0.07
C -3.0504 -0.5922 1.0000 -0.1 0.7 -1.8 -1.45
I -3.9632 0.7776 -0.4370 0.1 -0.1 0.2 0.22
H 9.5963 2.9557 0.8029 0.2 0.1 0.0 0.25
H 8.3452 3.2345 -0.4369 0.1 0.1 -0.2 0.24
H 7.8932 2.8999 1.2239 -0.2 0.0 0.1 0.35
H 8.3418 0.4696 1.9977 -0.1 0.1 0.3 0.31
H 6.8498 0.9310 1.1376 -0.1 0.2 0.1 0.41
H 7.4606 -0.8792 -0.5630 -0.2 0.0 -0.2 0.35
H 8.6936 -1.3718 0.5780 0.1 -0.3 -0.1 0.26
H 7.0178 -1.7310 2.3406 -0.1 0.1 0.3 0.29
H 5.7494 -1.1111 1.2637 -0.2 0.1 0.2 0.33
H 7.3480 -3.6442 0.8586 0.2 -0.1 -0.2 0.39
H 6.1443 -3.0355 -0.2603 -0.1 0.0 -0.2 0.39
H 5.6964 -4.7306 2.0312 0.2 -0.1 0.2 0.49
H 5.0776 -3.1425 2.4536 0.1 0.1 0.3 0.46
H 4.1038 -5.0836 0.4512 -0.1 -0.1 -0.4 0.29
H 3.9280 -3.3857 0.0153 0.1 0.2 -0.2 0.43
H 2.7094 -4.8551 2.3683 0.2 -0.1 0.2 0.29
H 2.8643 -3.1109 2.3900 0.1 0.2 0.2 0.44
H 1.5789 -4.5847 0.1012 -0.2 -0.1 -0.2 0.35
H 1.4363 -2.8866 0.4649 0.0 0.2 -0.1 0.17
H 0.2994 -5.2533 1.9547 0.1 -0.2 0.4 0.43
H 0.3157 -3.6473 2.7151 0.1 0.0 0.3 0.35
H -1.7555 -4.6289 1.2980 -0.1 -0.2 -0.1 0.53
H -0.8715 -3.9626 -0.0417 0.1 0.1 -0.2 0.35
H -0.8262 -1.8024 1.6559 0.2 0.2 -0.2 0.54
H -2.1395 -2.6662 2.3567 -0.1 0.1 0.1 0.55
H -3.5698 -3.6740 -2.2389 -0.2 -0.2 0.2 0.30
H -3.6429 -2.6677 -3.6393 -0.1 0.1 -0.2 0.50
H -4.4058 -2.0918 -2.1673 -0.2 0.1 0.0 0.26
H -4.5620 -2.8122 -0.3152 0.2 0.4 -0.4 0.57
H -3.6173 -3.8571 0.6319 0.5 -0.1 -0.2 0.27
H -5.6463 -2.4225 1.6467 -0.3 0.2 0.3 0.39
H -4.2065 -2.9655 2.5712 -0.3 0.1 0.5 0.42
H -4.9342 -0.3946 1.6493 0.1 0.2 -0.1 0.56
H -4.4664 -1.2366 4.0343 0.0 -0.2 0.0 0.32
H -4.6003 0.4289 3.5594 0.2 0.4 -0.2 0.54
H -2.2355 0.0069 1.3737 0.0 -0.1 0.5 0.58
C -1.6609 3.9285 -1.9958 0.0 -0.1 0.0 -1.39
C -3.0402 4.2080 -2.5738 0.2 0.0 -0.1 -0.03
N -3.6870 5.3649 -1.9919 -0.1 0.0 0.1 0.11
C -5.0938 5.4719 -2.3401 -0.2 -0.1 0.0 -0.60
C -5.4635 5.7027 -3.8101 -0.1 0.0 0.0 -0.99
C -2.9240 6.6021 -2.0417 0.2 0.1 0.0 -0.71
C -2.4838 7.1219 -3.4168 0.0 0.1 0.0 -0.95
H -1.7065 3.8312 -0.9092 0.0 0.1 0.0 0.31
H -1.2718 2.9949 -2.4064 0.0 0.0 0.0 0.40
H -0.9460 4.7131 -2.2410 0.0 0.0 0.0 0.37
H -3.6758 3.3416 -2.3675 -0.1 0.0 -0.1 0.06
H -2.9549 4.2723 -3.6700 0.0 -0.1 0.0 0.23
H -5.5359 6.2657 -1.7331 0.1 0.0 0.0 0.38
H -5.5808 4.5479 -2.0070 0.1 0.0 0.0 0.27
H -5.2703 6.7270 -4.1230 0.1 0.0 0.0 0.23
H -6.5311 5.5224 -3.9501 0.0 0.0 0.0 0.40
H -4.9299 5.0287 -4.4806 0.0 0.0 0.0 0.27
H -2.0315 6.4717 -1.4250 0.0 -0.1 0.0 0.37
H -3.5023 7.3757 -1.5322 -0.1 0.0 0.0 0.36
H -2.0897 6.3272 -4.0516 0.0 0.0 0.0 0.26
H -1.6905 7.8602 -3.2909 0.0 0.0 0.0 0.37
H -3.2952 7.6140 -3.9497 0.0 -0.1 -0.1 0.28
```
Forces are in eV/Å.

***

The following is a quantum chemistry calculation of the ion C4H6NO2 with charge -1, from OMol25.

* Kohn-Sham gap (alpha / beta): 5.960 / 5.961 eV
* highest occupied orbital energy (alpha / beta): -1.9 / -1.9 eV
* net charge: -1
* E: -9826.3293 eV
* energy relative to the best compared isomer or geometry (same formula, charge and spin): 516.6 kJ/mol
* LUMO energy (alpha / beta): 4.0 / 4.0 eV
* 2S+1: 1

```
13
Properties=species:S:1:pos:R:3:forces:R:3:mulliken_charge:R:1
C 0.3083 0.6713 -0.1049 -1.7 -4.2 0.5 -0.20
C 0.1404 1.9556 0.1751 -0.9 1.5 -0.2 -0.81
C 0.3124 -1.4510 -0.1925 0.9 -2.3 -0.9 -0.55
C -0.8406 -0.4595 -0.3694 2.3 1.2 1.1 0.06
N 1.1752 -0.3986 0.2308 1.0 0.8 -1.9 0.32
O 2.4815 -0.5928 -0.0094 0.0 0.7 0.7 -0.85
O -1.8861 -0.3759 0.5505 0.4 1.8 2.4 -0.56
H 0.9006 2.6708 0.0484 1.1 0.7 0.5 0.31
H -0.8438 2.3761 0.4360 0.2 -0.3 -0.7 0.17
H 0.2826 -2.2678 0.5796 -0.4 0.6 -0.6 0.24
H 0.7916 -1.9691 -1.1867 -1.4 1.2 1.8 0.21
H -1.2953 -0.5282 -1.3132 -0.3 0.3 -1.6 0.35
H -1.5269 0.3692 1.1558 -1.3 -1.9 -1.1 0.32
```
Forces are in eV/Å.

***

> Among the records above, which one has the lowest net charge?

C4H6NO2

***

> Look up the 2S+1 of the first one.

1